Density functional theory data (ωB97M-V/def2-TZVPD) for C5H9NOS in the gas phase.

Calculated values
Multiplicity: 1
Molar mass (g/mol): 131.20
SMILES string: S[C@]12CNC[C@H]1OC2
Energy above the lowest of the compared OMol25 structures with the same formula, charge and spin (eV): 1.8943
Orbital gap (eV): 10.0431
Largest force on an atom (eV Å⁻¹): 0.932

CARTESIAN COORDINATES (ANGSTROEM)
S  2.31978  -0.47614  -0.65230
C  0.76439  0.12212  0.04281
C  -0.00560  -0.89081  0.89875
N  -0.89040  -1.52131  -0.07568
C  -1.46087  -0.44684  -0.87504
C  -0.29713  0.54590  -0.99420
O  -0.50865  1.79240  -0.28763
C  0.67179  1.58522  0.50283
H  2.95095  -0.66125  0.52159
H  0.65116  -1.65521  1.38540
H  -0.54219  -0.31078  1.68834
H  -1.58845  -2.08421  0.36833
H  -2.29673  0.09164  -0.37024
H  -1.79681  -0.79798  -1.84007
H  0.05735  0.73741  -2.01640
H  1.48538  2.21374  0.14211
H  0.48602  1.75610  1.56141

Atomic forces in eV per Å
S -0.009 -0.011 0.117
C 0.165 0.019 -0.083
C 0.371 -0.210 0.518
N 0.342 0.145 0.085
C -0.115 0.759 0.314
C -0.069 0.051 -0.056
O -0.183 -0.099 -0.140
C 0.002 -0.045 -0.030
H -0.063 0.020 -0.107
H -0.526 0.677 -0.367
H 0.133 -0.392 -0.295
H -0.339 -0.333 0.140
H 0.361 -0.242 -0.269
H -0.131 -0.203 -0.222
H -0.115 -0.122 0.196
H 0.131 -0.047 0.066
H 0.045 0.036 0.132

---

Density functional theory data (ωB97M-V/def2-TZVPD) for a molecular structure, C5H9NOS in a non-equilibrium geometry.

Calculated values
Multiplicity: 1
Molar mass (g/mol): 131.20
Energy above the lowest of the compared OMol25 structures with the same formula, charge and spin (eV): 4.2836
Orbital gap (eV): 9.7788
Largest force on an atom (eV Å⁻¹): 6.733

CARTESIAN COORDINATES (ANGSTROEM)
C  2.82847  -0.25962  0.84428
C  1.76739  -1.14552  0.35273
C  0.31222  -0.53101  0.82583
C  -0.81444  -1.37334  0.14197
C  -1.21301  0.69503  -0.83385
H  2.73967  -0.37636  2.03196
H  2.74290  0.75714  0.52578
H  3.82005  -0.65752  0.59238
H  1.52499  -1.39902  -0.87722
H  1.88005  -2.28554  0.81044
H  0.28565  -0.86987  2.00612
H  -1.54583  -1.24351  0.83755
H  -0.53567  -2.55175  0.32472
H  -2.51190  -0.85552  -1.28600
N  -1.15626  -0.63813  -1.20733
O  -1.98151  1.54712  -1.36746
S  -0.10861  1.07867  0.40247

Atomic forces in eV per Å
C 1.353 -1.334 2.521
C -3.849 -2.777 -2.206
C 1.801 -5.412 1.515
C 2.923 -1.284 -0.411
C -3.088 2.685 -2.782
H 0.366 0.777 -2.379
H -0.080 0.648 -0.056
H -0.109 0.326 0.029
H 1.464 1.163 3.211
H -0.455 2.987 -0.980
H -0.218 1.596 -2.675
H -2.966 0.312 1.325
H -0.577 2.812 -1.842
H 5.346 0.684 -0.304
N -5.487 -3.220 2.202
O 2.562 -2.517 1.709
S 1.012 2.553 1.123

---

Density functional theory data (ωB97M-V/def2-TZVPD) for a molecular structure, C5H9NOSe in a non-equilibrium geometry.

Calculated values
Multiplicity: 1
Molar mass (g/mol): 178.09
Energy above the lowest of the compared OMol25 structures with the same formula, charge and spin (eV): 4.2347
Orbital gap (spin up / spin down) (eV): 6.5886 / 6.5902
Largest force on an atom (eV Å⁻¹): 4.170

CARTESIAN COORDINATES (ANGSTROEM)
C  -0.63472  2.52598  2.21602
C  -1.36808  0.56544  -1.08270
C  -0.62018  -0.03803  0.18595
C  0.76688  0.57729  0.42598
C  1.53028  0.06266  1.64396
N  -0.97370  3.57544  1.94259
O  2.00728  -1.24459  1.69436
Se  0.96571  0.81339  3.22335
H  -0.90614  1.40696  -1.58532
H  -1.62815  -0.22917  -1.83030
H  -2.32015  0.97025  -0.80251
H  -0.55811  -1.04552  -0.01125
H  -1.21466  0.25746  0.99877
H  0.69493  1.65202  0.60779
H  1.44547  0.40780  -0.37372
H  2.61797  -1.44457  0.96247
H  2.21143  0.06025  3.66177

Atomic forces in eV per Å
C 0.837 -2.975 0.461
C 0.136 -0.929 -0.155
C 0.076 2.736 -1.978
C 1.587 0.119 0.740
C -3.657 -2.002 -0.033
N -0.966 2.930 -0.761
O 0.445 2.959 0.032
Se 2.051 -0.402 0.119
H 0.609 -0.084 -0.050
H 0.606 0.636 0.559
H -0.556 0.134 0.536
H 0.142 -2.432 0.261
H -0.726 -0.223 1.378
H -0.250 -0.070 -0.311
H 0.427 -0.151 -1.377
H -0.456 0.115 -0.186
H -0.303 -0.361 0.767

---

Density functional theory data (ωB97M-V/def2-TZVPD) for a molecular structure, C5H9NS in a non-equilibrium geometry.

Calculated values
Multiplicity: 1
Molar mass (g/mol): 115.20
Energy above the lowest of the compared OMol25 structures with the same formula, charge and spin (eV): 4.7703
Orbital gap (eV): 8.5483
Largest force on an atom (eV Å⁻¹): 6.095

CARTESIAN COORDINATES (ANGSTROEM)
C  0.67404  1.93891  0.01955
C  0.50619  0.44844  -0.31246
C  1.29533  -0.83455  -0.05860
C  -0.59238  -0.50604  0.30920
C  -2.06475  -0.61578  -0.27387
H  -0.33061  2.45499  -0.41508
H  0.62197  2.00740  1.24438
H  1.57972  2.46803  -0.39141
H  0.26723  0.90133  -1.31731
H  2.22474  -1.31737  -0.60815
H  1.54804  -1.20771  1.09992
H  0.08855  -2.49069  0.57021
H  -0.51860  -0.42152  1.40650
H  -2.02955  -1.27395  -1.09434
N  0.09160  -1.71407  -0.18947
S  -3.36151  0.16258  0.01093

Atomic forces in eV per Å
C -1.715 0.957 4.250
C -1.122 0.678 -1.267
C 4.047 -4.267 1.601
C -3.148 0.099 -0.740
C 3.949 0.282 0.413
H 2.477 -0.936 1.226
H 0.360 0.621 -2.879
H -0.950 -0.861 0.425
H 0.222 -3.268 -0.612
H -1.677 1.760 0.468
H 0.168 2.621 -2.319
H 0.029 1.705 -1.835
H -0.455 0.194 -0.212
H 0.103 -1.115 -0.943
N 0.330 -0.234 1.315
S -2.618 1.764 1.108

---

Density functional theory data (ωB97M-V/def2-TZVPD) for C5H9NS in the gas phase in a non-equilibrium geometry.

Calculated values
Multiplicity: 1
Molar mass (g/mol): 115.20
SMILES string: C[C@]12CSN[C@H]1C2
Energy above the lowest of the compared OMol25 structures with the same formula, charge and spin (eV): 2.2790
Orbital gap (eV): 9.4530
Largest force on an atom (eV Å⁻¹): 3.930

CARTESIAN COORDINATES (ANGSTROEM)
C  1.67723  0.10650  -0.61799
C  0.26952  -0.09381  -0.09726
C  -0.18133  -1.47816  0.26528
S  -1.82024  -1.52551  -0.55107
N  -2.11086  0.15566  -0.32911
C  -0.84448  0.80845  -0.49530
C  -0.15632  1.04616  0.84360
H  1.85981  -0.76501  -1.40185
H  2.53301  0.03641  0.08002
H  1.83998  1.06989  -1.01854
H  0.36296  -2.23124  -0.10889
H  -0.14216  -1.62318  1.28236
H  -2.58658  0.16589  0.52182
H  -0.61544  1.44961  -1.25878
H  0.55654  1.92696  1.07396
H  -0.64165  0.95138  1.81173

Atomic forces in eV per Å
C 0.572 -3.127 -1.370
C 1.741 1.098 2.035
C -2.300 2.525 -0.907
S -0.166 -0.543 0.060
N 0.275 -1.295 -2.669
C 0.016 -0.699 3.396
C 1.481 1.638 0.525
H -0.108 2.065 1.130
H -0.862 -0.419 0.339
H -0.204 1.031 -1.034
H 2.271 -2.546 -1.952
H -0.621 -0.235 2.558
H -0.309 1.154 1.694
H -0.272 1.633 -2.042
H -0.858 -1.423 -1.298
H -0.657 -0.856 -0.466

---

Density functional theory data (ωB97M-V/def2-TZVPD) for C5H9NS in the gas phase in a non-equilibrium geometry.

Calculated values
Multiplicity: 1
Molar mass (g/mol): 115.20
SMILES string: C=CC1(S)CNC1
Energy above the lowest of the compared OMol25 structures with the same formula, charge and spin (eV): 3.9945
Orbital gap (eV): 8.9556
Largest force on an atom (eV Å⁻¹): 5.274

CARTESIAN COORDINATES (ANGSTROEM)
C  -2.07547  -0.60665  -0.15681
C  -0.97084  -0.92580  0.54824
C  0.28188  -0.31037  0.25030
S  1.57321  -1.66891  -0.06993
C  0.22088  0.73066  -0.89703
N  1.24106  1.41866  -0.16208
C  0.94217  0.75791  1.10407
H  -3.00211  -1.06731  0.06580
H  -2.26001  0.12190  -0.96164
H  -1.14926  -1.68548  1.41891
H  1.55039  -1.81689  -1.65525
H  -0.77675  1.38584  -0.51504
H  0.31941  0.56306  -2.02630
H  2.25875  1.37310  -0.49386
H  1.77713  0.49046  1.81298
H  0.06957  1.23983  1.73763

Atomic forces in eV per Å
C 0.081 -0.028 0.184
C -3.583 -1.511 1.206
C 0.944 -2.187 -1.798
S -0.231 0.200 -3.249
C -2.020 1.236 1.507
N 4.201 3.180 -0.235
C -0.837 0.082 1.173
H -0.721 -0.701 0.543
H 0.986 -0.396 0.370
H 0.774 1.437 -1.685
H -0.217 0.467 3.588
H 2.193 -1.573 -1.992
H -0.236 0.053 1.901
H -2.284 -0.232 0.752
H -0.787 0.245 -0.991
H 1.737 -0.270 -1.274

---

Density functional theory data (ωB97M-V/def2-TZVPD) for C5H9NS in the gas phase in a non-equilibrium geometry.

Calculated values
Multiplicity: 1
Molar mass (g/mol): 115.20
SMILES string: CC[C@H]1CN1C=S
Energy above the lowest of the compared OMol25 structures with the same formula, charge and spin (eV): 1.6529
Orbital gap (eV): 8.9869
Largest force on an atom (eV Å⁻¹): 3.641

CARTESIAN COORDINATES (ANGSTROEM)
C  1.70486  -0.75873  -0.78069
C  0.94916  -0.89069  0.56578
C  -0.26419  0.02665  0.77998
C  -0.20046  1.41056  0.29849
N  -0.95709  0.45822  -0.37680
C  -2.34281  0.41474  -0.56377
S  -3.24197  -0.78719  0.04255
H  2.23657  -1.67918  -0.96993
H  2.44594  0.04111  -0.77921
H  1.00760  -0.63352  -1.62413
H  0.57732  -1.93406  0.75042
H  1.68462  -0.76788  1.44445
H  -0.87634  -0.17973  1.66851
H  0.74172  1.77887  -0.11204
H  -0.69343  2.27343  0.80125
H  -2.77150  1.22742  -1.14487

Atomic forces in eV per Å
C -0.749 -0.114 0.323
C 0.436 -0.734 1.497
C 0.829 -0.949 0.923
C 0.997 3.367 0.964
N -2.428 -0.801 -1.823
C 1.427 -0.327 0.729
S -0.291 -0.010 -0.156
H 0.249 -0.279 -0.004
H -0.191 0.097 0.015
H 0.208 0.131 0.351
H 0.280 0.739 -0.602
H -1.035 0.167 -1.240
H 0.210 0.028 -0.423
H -0.178 -0.361 -0.454
H -0.019 -1.023 -0.053
H 0.256 0.069 -0.046

---

Density functional theory data (ωB97M-V/def2-TZVPD) for 2 unconnected molecules or ions with the total composition C5H9NS2 in a non-equilibrium geometry.

Calculated values
Multiplicity: 1
Molar mass (g/mol): 147.27
Energy above the lowest of the compared OMol25 structures with the same formula, charge and spin (eV): 3.1994
Orbital gap (spin up / spin down) (eV): 7.3551 / 6.7730
Largest force on an atom (eV Å⁻¹): 3.532

CARTESIAN COORDINATES (ANGSTROEM)
C  0.14555  1.00098  -0.67947
C  -0.78874  1.91774  1.45948
C  -1.65630  -1.43568  -0.89915
C  2.33385  -1.04481  -0.19928
C  -0.78367  0.86788  0.39240
N  0.83215  1.17932  -1.56339
S  -2.18126  -0.16659  0.35510
S  1.20821  -0.78814  1.12311
H  -1.76334  1.79391  1.98994
H  -0.74816  2.89985  0.93558
H  0.16756  1.94194  2.10825
H  -2.46881  -2.16693  -0.69867
H  -0.61108  -1.71137  -0.80567
H  -1.64264  -1.06734  -1.96541
H  2.19997  -0.31525  -1.06073
H  2.29494  -2.05468  -0.64284
H  3.46177  -0.85082  0.15074

Atomic forces in eV per Å
C -2.742 -0.235 2.213
C 0.596 0.799 0.235
C -1.094 1.134 -0.779
C 2.843 0.497 -0.798
C 1.548 -1.262 0.387
N 1.720 0.535 -2.478
S 1.489 -0.134 -1.216
S -0.944 0.479 0.369
H 1.095 0.445 0.162
H -0.359 -0.438 0.399
H -1.783 -0.523 -0.797
H 1.106 -0.100 -0.592
H -0.065 -0.539 1.088
H -0.817 -0.046 1.126
H -0.065 -0.540 0.981
H -0.103 0.333 0.314
H -2.425 -0.404 -0.614